--- w ---
Below is a 2-piece molecular cluster, ClHNO2S overall, with properties calculated with ωB97M-V/def2-TZVPD.

Last column: natural (NBO) charge in e.
Atoms and positions in Å:
Cl: -1.36 -2.41 -1.23  -0.55
S: -1.37 -0.10 -0.94  1.67
O: -2.79 0.12 -0.97  -0.93
O: -0.25 0.48 -3.26  -0.44
N: -0.71 0.35 0.36  -1.11
H: 0.13 -0.12 0.46  0.36

As for the frontier orbital gap (alpha / beta): 0.23808 / 0.28706 hartree. As for the net charge: -1. The LUMO energy (alpha / beta) comes out at 1.85 / 3.22 eV.

--- x ---
Below is an isolated ion of composition ClHNO2S and charge -1, with properties calculated with ωB97M-V/def2-TZVPD.

Last column: natural (NBO) charge in e.
Atoms and positions in Å:
Cl: -1.36 1.52 -0.07  -0.42
S: -0.24 -0.27 0.05  2.17
O: 0.01 -0.68 -1.48  -0.99
O: -1.11 -1.10 0.83  -0.95
N: 1.08 0.11 0.73  -1.17
H: 1.62 0.43 -0.06  0.35

As for the frontier orbital gap: 0.32692 hartree. Its SMILES is N=[S@](=O)([O-])Cl. As for the net charge: -1. The LUMO energy comes out at 3.92 eV.

--- y ---
Below is an isolated ion of composition ClHNO2S and charge -1, with properties calculated with ωB97M-V/def2-TZVPD.

Last column: natural (NBO) charge in e.
Atoms and positions in Å:
Cl: 1.49 -1.60 0.23  -0.55
S: 0.06 0.23 -0.39  1.97
O: -0.05 0.11 -1.82  -0.89
O: 1.16 1.82 0.24  -0.80
N: -1.20 -0.14 0.40  -1.15
H: -1.45 -0.44 1.33  0.41

As for the frontier orbital gap (alpha / beta): 0.30985 / 0.30993 hartree. Its SMILES is N=[S@](=O)([O-])Cl. As for the net charge: -1. The LUMO energy (alpha / beta) comes out at 3.13 / 3.13 eV.

The structure with the greatest stability is x.

--- w ---
Below is H4N2O2P as an isolated structure, with properties calculated with ωB97M-V/def2-TZVPD.

Last column: natural (NBO) charge in e.
Atoms and positions in Å:
P: -0.24 0.33 0.11  2.24
O: 0.18 1.58 -0.53  -1.16
O: -1.66 -0.08 0.36  -1.17
N: 0.51 0.45 1.82  -1.13
N: 0.09 -1.03 -1.74  -1.15
H: 0.00 -0.25 2.39  0.36
H: 1.45 0.11 1.81  0.35
H: -0.88 -0.83 -2.01  0.33
H: 0.56 -0.28 -2.21  0.32

As for the frontier orbital gap: 0.30731 hartree. As for the net charge: -1. The LUMO energy comes out at 4.24 eV.

--- x ---
Below is an isolated ion of composition H4N2O2P and charge -1, with properties calculated with ωB97M-V/def2-TZVPD.

Last column: natural (NBO) charge in e.
Atoms and positions in Å:
P: -0.29 -1.25 1.05  2.14
O: -1.19 -1.49 2.19  -1.20
O: -0.02 -2.37 0.18  -1.19
N: -1.09 0.02 0.19  -0.81
N: -0.20 0.40 -0.97  -0.71
H: -0.23 -0.41 -1.56  0.35
H: -1.30 0.83 0.71  0.36
H: 1.01 -0.72 1.52  -0.25
H: 0.83 0.46 -0.66  0.31

As for the frontier orbital gap: 0.34325 hartree. Its SMILES is NN[P@H](=O)[O-]. As for the net charge: -1. The LUMO energy comes out at 4.76 eV.

The structure with the greatest stability is x.

--- w ---
Below is a 2-piece molecular cluster, C3H11N3 overall, with properties calculated with ωB97M-V/def2-TZVPD.

Last column: natural (NBO) charge in e.
Atoms and positions in Å:
N: -1.77 1.22 -0.23  -0.82
N: 2.02 -0.85 -1.04  -0.85
N: 1.99 0.96 0.77  -0.90
C: -1.95 -0.12 -0.40  0.02
C: 1.65 -0.44 0.41  -0.05
C: -2.61 -0.98 0.42  -0.56
H: -3.03 -0.63 1.37  0.19
H: 3.01 1.19 0.40  0.36
H: 1.85 1.27 1.77  0.38
H: 2.99 -1.21 -1.15  0.36
H: 1.86 -0.05 -1.63  0.36
H: -1.06 1.68 -0.75  0.39
H: -1.36 -0.54 -1.20  0.19
H: 0.55 -0.47 0.34  0.18
H: 1.98 -1.12 1.15  0.17
H: -2.83 -1.97 0.09  0.21
H: -2.22 1.78 0.57  0.39

As for the frontier orbital gap: 0.32454 hartree. Its SMILES is C=CN.NCN. The LUMO energy comes out at 1.04 eV.

--- x ---
Below is a 2-piece molecular cluster, C3H11N3 overall, with properties calculated with ωB97M-V/def2-TZVPD.

Last column: natural (NBO) charge in e.
Atoms and positions in Å:
N: -1.45 1.65 -0.73  -0.63
N: 2.80 0.32 0.06  -0.85
N: 0.89 -0.90 -0.77  -0.84
C: -2.43 -0.37 0.31  -0.70
C: -1.63 0.89 0.25  0.16
C: 1.70 -0.59 0.38  -0.05
H: -1.94 1.36 -1.58  0.33
H: -2.87 -0.52 1.31  0.22
H: 1.03 -0.20 1.16  0.15
H: 1.48 -1.31 -1.50  0.36
H: 0.50 -0.04 -1.15  0.36
H: -1.75 -1.20 0.13  0.26
H: -1.11 1.17 1.17  0.16
H: 3.43 0.42 0.84  0.36
H: -3.21 -0.38 -0.45  0.22
H: 2.43 1.24 -0.17  0.35
H: 2.14 -1.52 0.75  0.17

As for the frontier orbital gap: 0.38785 hartree. Its SMILES is [H]/N=C\C.NCN. The LUMO energy comes out at 1.15 eV.

--- y ---
Below is a 2-piece molecular cluster, C3H11N3 overall, with properties calculated with ωB97M-V/def2-TZVPD.

Last column: natural (NBO) charge in e.
Atoms and positions in Å:
N: -0.30 -3.16 0.95  -0.76
N: 1.50 1.79 -1.65  -0.83
N: -0.52 -1.06 1.89  -0.80
C: -0.61 0.99 -0.75  -0.62
C: 0.75 1.67 -0.43  -0.21
C: -0.95 -2.03 1.02  0.28
H: -1.29 1.02 0.10  0.20
H: -0.38 -0.06 -0.98  0.20
H: 1.23 1.06 0.35  0.16
H: 2.50 1.84 -1.49  0.36
H: -1.49 -1.68 0.14  0.15
H: 0.54 2.68 -0.03  0.18
H: -0.96 -3.89 0.69  0.34
H: -1.00 1.46 -1.65  0.22
H: -0.53 -0.13 1.52  0.39
H: 1.33 0.95 -2.19  0.35
H: 0.19 -1.44 2.49  0.40

As for the frontier orbital gap: 0.36710 hartree. Its SMILES is [H]/N=C/N.CCN. The LUMO energy comes out at 1.00 eV.

The structure with the greatest stability is x.

--- w ---
Below is a single C3H11N3 molecule, with properties calculated with ωB97M-V/def2-TZVPD.

Last column: natural (NBO) charge in e.
Atoms and positions in Å:
N: -1.27 -0.16 -0.88  -0.70
N: 2.16 1.09 0.25  -0.92
N: 0.73 -1.45 0.24  -0.84
C: -2.15 -0.39 0.24  -0.43
C: 0.42 1.00 -0.03  -0.22
C: 0.51 -0.36 -0.58  0.15
H: -2.26 0.51 0.84  0.18
H: 2.28 1.59 1.13  0.34
H: 0.97 -0.44 -1.56  0.21
H: 2.53 1.69 -0.48  0.34
H: -1.35 -0.93 -1.54  0.34
H: 1.65 -1.86 0.13  0.39
H: 0.50 -1.32 1.21  0.37
H: -1.82 -1.21 0.90  0.16
H: -3.16 -0.66 -0.11  0.21
H: 0.26 1.80 -0.74  0.22
H: 0.00 1.12 0.96  0.20

As for the frontier orbital gap: 0.34560 hartree. Its SMILES is CN[C@H](N)CN. The LUMO energy comes out at 1.11 eV.

--- x ---
Below is a single C3H11N3 molecule, with properties calculated with ωB97M-V/def2-TZVPD.

Last column: natural (NBO) charge in e.
Atoms and positions in Å:
N: -1.04 1.09 0.88  -0.66
N: -0.65 0.40 -0.32  -0.16
N: 0.61 -0.12 -0.36  -0.27
C: -1.71 -0.47 -0.83  -0.40
C: 1.65 0.94 -0.64  -0.42
C: 1.12 -1.10 0.68  -0.44
H: -2.62 0.10 -0.43  0.18
H: -1.72 -0.59 -1.90  0.21
H: -1.72 -1.54 -0.32  0.16
H: 2.55 0.41 -0.98  0.20
H: 0.26 -1.66 0.93  0.19
H: -1.20 0.43 1.61  0.31
H: 1.06 1.61 -1.13  0.22
H: 1.38 -0.61 1.60  0.17
H: 1.97 -1.62 0.25  0.21
H: -2.00 1.37 0.65  0.34
H: 2.06 1.38 0.31  0.16

As for the frontier orbital gap: 0.34244 hartree. Its SMILES is CN(C)N(C)N. The LUMO energy comes out at 1.02 eV.

The structure with the greatest stability is w.